#1
Density functional theory data (ωB97M-V with the def2-TZVPD basis set) for the molecule C16H25N3O.

Summary:
- SMILES = CCCCCCCC(=O)N/N=C(\C)c1ccc(N)cc1
- Kohn-Sham gap (eV) = 8.245

Positions of all 45 atoms, in Å:
C: -0.75034 -3.46569 4.41083
H: -1.18678 -4.14399 1.23216
N: -0.41653 -1.16110 0.23768
C: -0.36046 -2.39832 2.17923
H: -0.98334 -4.40952 3.94098
H: 2.52920 4.90361 -3.24033
C: -0.81661 -3.38239 5.78529
H: -0.94652 2.05733 -2.04688
O: -0.52641 1.10608 0.25888
C: -0.18025 -1.14130 4.29983
H: -2.28206 0.93640 -2.25557
N: -0.54086 -2.11439 7.81605
H: -1.07726 -4.25540 6.36747
C: -0.20945 -3.73772 1.49589
C: -0.39556 -0.00321 -1.87681
N: -0.43917 -1.27562 1.57860
C: -0.46209 0.07181 -0.35827
C: -1.09637 1.18796 -4.02452
H: 0.05405 -0.27411 3.70411
H: 0.38352 -3.64745 0.58538
H: 0.79437 3.05622 -3.01953
H: -0.03705 -0.11715 6.16590
H: -0.09261 3.71206 -4.39615
C: -0.55304 -2.17924 6.44145
H: 0.27831 1.55232 -5.62164
H: -1.82861 1.90800 -4.39701
C: 0.28778 1.60026 -4.52924
H: 2.79817 2.73836 -4.45154
C: 2.01199 3.43960 -4.74187
H: 1.04079 0.88855 -4.18462
H: -1.02591 -2.84401 8.31170
H: 0.29575 -4.44042 2.15133
H: 1.64764 5.56487 -4.61671
H: 1.91964 3.39909 -5.83012
H: -1.34900 0.21339 -4.45195
H: 0.65352 0.12289 -2.15543
H: 3.35125 5.13698 -4.78438
C: -1.23250 1.11080 -2.50424
H: -0.72984 -0.97899 -2.23574
C: -0.42644 -2.34951 3.63877
H: -0.61162 -1.19809 8.22675
H: -0.35538 -1.99099 -0.35125
C: 2.41082 4.84846 -4.32022
C: -0.23710 -1.05654 5.67041
C: 0.69233 3.01011 -4.10469

natural (NBO) population analysis, charges in e, atoms 1 to 8: number 1, C, carries -0.12; number 2, H, carries 0.23; number 3, N, carries -0.46; number 4, C, carries 0.23; number 5, H, carries 0.20; number 6, H, carries 0.20; number 7, C, carries -0.30; number 8, H, carries 0.23

***

#2
Density functional theory data (ωB97M-V with the def2-TZVPD basis set) for a structure of composition C16H25N3O.

Summary:
- Kohn-Sham gap (eV) = 8.934

Positions of all 45 atoms, in Å:
N: -2.81901 -0.47185 -1.08439
H: 3.39143 3.51880 -2.40793
C: 1.08992 -1.36461 2.45861
C: 2.90491 -2.12089 4.88392
C: 2.67119 2.97726 -2.16446
H: 1.22852 -0.12051 4.32027
H: -2.51839 -2.21824 0.93255
H: -0.84224 -2.67846 0.74162
C: 0.59452 -0.40912 1.48973
H: 3.41911 -1.37609 5.11283
H: -1.46906 0.38483 1.13885
H: -2.40877 -2.56721 -2.71350
H: 3.67414 1.16538 -2.01996
C: -2.16413 -2.65270 -1.48794
C: 0.51061 1.21264 -1.82074
C: 0.19315 2.72657 -1.83524
H: -1.39040 -3.38402 -1.52821
C: -1.08379 -0.51634 1.58501
H: 1.98454 -1.22182 2.42050
H: -0.15178 -1.21654 -2.34509
H: 0.66501 0.63536 1.94040
C: -2.00308 0.64752 -1.33123
H: 0.58475 -0.56763 0.53345
C: 1.69033 0.80953 -1.72780
H: 0.73914 -2.50799 2.23053
H: -0.64394 3.03084 -1.85296
C: 1.30931 3.42411 -2.28556
C: -1.53685 -1.61725 0.81400
H: 3.31762 -2.57372 4.01355
H: -1.58532 -0.70050 2.49196
H: -3.70833 -0.43360 -0.80501
C: 2.91688 1.67801 -2.07842
N: -0.75861 0.47474 -1.54266
O: -2.28085 1.93395 -1.47206
H: 0.83323 -2.98302 4.94990
H: 1.12832 4.54300 -2.09702
H: 1.12428 -1.62423 5.98676
H: -0.23046 -0.92134 4.22087
H: 1.79855 -0.58292 -1.87170
H: 3.42361 -2.84461 5.70805
C: 0.78228 -1.01103 3.83062
C: 1.41819 -2.00403 4.81311
N: -0.49951 -0.90154 -1.49767
H: -2.99199 -3.19637 -1.22754
C: -1.68531 -1.41456 -0.90283

natural (NBO) population analysis, charges in e, atoms 1 to 8: number 1, N, carries -0.64; number 2, H, carries 0.19; number 3, C, carries -0.39; number 4, C, carries -0.60; number 5, C, carries -0.20; number 6, H, carries 0.21; number 7, H, carries 0.21; number 8, H, carries 0.18

***

Stability, highest: #1

***

#1
Density functional theory data (ωB97M-V with the def2-TZVPD basis set) for a cluster of 2 separate species, C2H8NO in total.

Summary:
- net charge = +1
- Kohn-Sham gap (eV) = 11.814

Positions of all 12 atoms, in Å:
H: -0.61470 0.32750 -0.09256
O: -2.23153 0.66599 0.39801
H: 2.45889 0.12089 -0.33757
H: -2.45722 1.48918 0.87829
H: -0.50907 -2.05445 0.24204
H: 1.26767 -2.10737 -0.13200
N: 0.30019 -0.20589 -0.16749
C: 0.35935 -1.47544 -0.13021
H: -2.94713 0.17088 0.84435
H: 1.36999 1.05590 -1.39881
C: 1.48181 0.58076 -0.43033
H: 1.52176 1.43204 0.32627

natural (NBO) population analysis, charges in e, atoms 1 to 8: number 1, H, carries 0.49; number 2, O, carries -0.96; number 3, H, carries 0.25; number 4, H, carries 0.50; number 5, H, carries 0.23; number 6, H, carries 0.24; number 7, N, carries -0.39; number 8, C, carries 0.11

***

#2
Density functional theory data (ωB97M-V with the def2-TZVPD basis set) for a cluster of 2 separate species, C2H8NO in total.

Summary:
- net charge = +1
- Kohn-Sham gap (eV) = 10.527

Positions of all 12 atoms, in Å:
H: 0.36674 0.48529 -0.15702
H: -0.36075 1.81016 -0.98799
N: -0.41845 0.75735 -0.64223
H: -0.62995 0.04371 -1.31169
H: 2.56271 -0.49811 0.54092
H: -1.91257 1.34370 0.59513
O: 2.19602 -0.34534 -0.40637
C: -1.15867 -0.86920 0.91234
C: -1.30600 0.37430 0.46486
H: -2.03798 -1.55311 1.18531
H: -0.12890 -0.99698 0.93092
H: 2.82780 -0.55177 -1.12419

natural (NBO) population analysis, charges in e, atoms 1 to 8: number 1, H, carries 0.46; number 2, H, carries 0.47; number 3, N, carries -0.72; number 4, H, carries 0.46; number 5, H, carries 0.51; number 6, H, carries 0.24; number 7, O, carries -1.02; number 8, C, carries -0.39

***

#3
Density functional theory data (ωB97M-V with the def2-TZVPD basis set) for the ion C2H8NO with charge +1.

Summary:
- net charge = +1
- SMILES = C[C@@H]([NH3+])O
- Kohn-Sham gap (eV) = 11.889

Positions of all 12 atoms, in Å:
C: -1.05797 -0.74277 0.04305
H: -1.09646 -1.80104 -0.21675
H: -1.84577 -0.33517 -0.41984
H: 0.48632 -0.32065 -1.53913
H: -1.16188 -0.69689 1.17786
H: -0.52762 1.64658 0.22230
C: 0.29188 -0.12772 -0.33714
H: 1.25660 -1.64709 0.52199
H: 1.00092 1.53606 1.01659
H: 0.81615 1.85103 -0.72205
N: 0.38307 1.36714 0.14824
O: 1.45476 -0.72948 0.10488

natural (NBO) population analysis, charges in e, atoms 1 to 8: number 1, C, carries -0.67; number 2, H, carries 0.26; number 3, H, carries 0.24; number 4, H, carries 0.22; number 5, H, carries 0.23; number 6, H, carries 0.43; number 7, C, carries 0.25; number 8, H, carries 0.52

***

Stability, highest: #1

***

#1
Density functional theory data (ωB97M-V with the def2-TZVPD basis set) for a cluster of 2 separate species, C2H8NO in total.

Summary:
- net charge = +1
- Kohn-Sham gap (eV) = 11.587

Positions of all 12 atoms, in Å:
H: 0.24468 -1.59399 0.71948
O: 1.34706 -0.63291 -1.50717
H: -1.17903 0.84005 -0.62428
H: -0.02507 -0.01940 1.90975
H: 0.15400 1.76374 1.59201
H: -0.64170 -1.38151 -1.24222
C: 0.18301 -0.83586 -0.74019
H: -1.43989 0.96508 1.52961
H: 0.38771 1.04213 -0.63335
C: -0.43594 0.83188 1.24838
H: 1.70612 -1.43973 -2.05937
N: -0.30096 0.46051 -0.19264

natural (NBO) population analysis, charges in e, atoms 1 to 8: number 1, H, carries 0.12; number 2, O, carries -0.72; number 3, H, carries 0.45; number 4, H, carries 0.26; number 5, H, carries 0.27; number 6, H, carries 0.22; number 7, C, carries 0.17; number 8, H, carries 0.24

***

#2
Density functional theory data (ωB97M-V with the def2-TZVPD basis set) for a cluster of 2 separate species, C2H8NO in total.

Summary:
- net charge = +1
- Kohn-Sham gap (eV) = 10.602

Positions of all 12 atoms, in Å:
O: 1.07099 -0.69254 2.40638
H: 2.02017 -0.79013 2.23593
H: -0.22188 0.13556 0.62704
N: -0.20562 0.23486 -0.38271
H: -1.50768 -0.98553 -1.50415
H: -1.68136 0.80965 -1.73430
C: -1.50948 -0.00715 -1.04715
C: 0.82331 0.71249 -0.93122
H: 1.71324 0.93364 -0.36707
H: 0.88467 -1.49698 2.90573
H: -2.27516 0.01994 -0.27960
H: 0.88881 1.12619 -1.92888

natural (NBO) population analysis, charges in e, atoms 1 to 8: number 1, O, carries -0.97; number 2, H, carries 0.48; number 3, H, carries 0.47; number 4, N, carries -0.37; number 5, H, carries 0.25; number 6, H, carries 0.24; number 7, C, carries -0.43; number 8, C, carries 0.13

***

#3
Density functional theory data (ωB97M-V with the def2-TZVPD basis set) for a cluster of 2 separate species, C2H8NO in total.

Summary:
- net charge = +1
- Kohn-Sham gap (eV) = 9.261

Positions of all 12 atoms, in Å:
H: -0.28013 -0.93735 -1.37786
N: -1.88257 1.32968 0.87986
C: 0.96318 -0.39034 -0.00196
H: -2.82186 1.27809 0.49052
H: 2.82120 -1.48894 0.23187
O: -0.22318 -0.24358 -0.70482
H: -1.76570 0.68723 1.66159
H: 1.93867 -1.74536 -1.25585
H: 0.98910 0.24578 0.86195
C: 1.98489 -1.13823 -0.34078
H: -1.22286 1.06235 0.11213
H: -1.63210 2.26378 1.19589

natural (NBO) population analysis, charges in e, atoms 1 to 8: number 1, H, carries 0.52; number 2, N, carries -0.87; number 3, C, carries 0.11; number 4, H, carries 0.46; number 5, H, carries 0.25; number 6, O, carries -0.75; number 7, H, carries 0.45; number 8, H, carries 0.21

***

Stability, highest: #2

***

#1
Density functional theory data (ωB97M-V with the def2-TZVPD basis set) for a cluster of 2 separate species, C6H12O2 in total.

Summary:
- SMILES = C/C=C/CCC=O.O
- Kohn-Sham gap (eV) = 10.358

Positions of all 20 atoms, in Å:
H: -0.09260 -1.19288 -2.84594
O: -1.80047 1.23844 -1.52315
H: 3.32506 0.66998 1.83882
H: -0.84153 -1.53287 -0.24260
H: 1.83873 1.67358 1.87420
C: 0.03646 -1.05050 -0.68778
C: 2.25501 0.68257 2.02361
C: 0.57120 -0.04884 0.33267
H: 0.44171 0.41422 -2.21053
C: 1.64148 -0.32127 1.07683
H: 2.13082 -1.26514 0.91276
H: -3.26429 0.98945 0.63139
H: -2.47590 -0.39447 -2.35493
H: 0.72033 -1.90556 -0.74294
H: -0.03249 0.85829 0.40713
H: -1.95215 0.38011 1.13550
O: -2.83836 0.64906 1.43384
H: 2.13408 0.41414 3.08093
C: -0.21746 -0.43979 -2.06279
C: -1.57964 0.18148 -2.07701

natural (NBO) population analysis, charges in e, atoms 1 to 8: number 1, H, carries 0.22; number 2, O, carries -0.55; number 3, H, carries 0.21; number 4, H, carries 0.21; number 5, H, carries 0.22; number 6, C, carries -0.43; number 7, C, carries -0.64; number 8, C, carries -0.21

***

#2
Density functional theory data (ωB97M-V with the def2-TZVPD basis set) for a cluster of 2 separate species, C6H12O2 in total.

Summary:
- SMILES = C=C(C)CCC=O.O
- Kohn-Sham gap (eV) = 9.860

Positions of all 20 atoms, in Å:
H: -2.30113 2.33755 0.59700
H: -2.44065 -0.23918 -0.00223
H: -1.34095 3.35560 0.84071
H: 1.01681 -1.02789 1.10231
H: -0.13417 -2.97110 -1.16344
H: 2.81639 -0.12368 -0.15521
C: 2.34884 0.74785 0.35368
C: 0.83273 0.94721 0.03365
H: 0.80460 1.05018 -1.06366
C: -1.86972 -1.07459 -0.33953
C: 0.22337 -0.30933 0.68127
H: 0.44040 -1.74293 -2.20328
C: -0.54055 -1.10470 -0.31133
H: -0.33757 -0.12289 1.59219
H: -2.49149 -1.82287 -0.86201
C: 0.31875 -1.97526 -1.16998
O: -1.99986 2.86355 1.35390
H: 1.28789 -2.17876 -0.75391
O: 2.92421 1.49465 1.09106
H: 0.44210 1.89660 0.37880

natural (NBO) population analysis, charges in e, atoms 1 to 8: number 1, H, carries 0.46; number 2, H, carries 0.19; number 3, H, carries 0.46; number 4, H, carries 0.21; number 5, H, carries 0.23; number 6, H, carries 0.11; number 7, C, carries 0.45; number 8, C, carries -0.51

***

#3
Density functional theory data (ωB97M-V with the def2-TZVPD basis set) for the molecule C6H12O2.

Summary:
- SMILES = CC[C@@H](C)CC(=O)O
- Kohn-Sham gap (eV) = 11.235

Positions of all 20 atoms, in Å:
H: -2.38538 2.51992 -0.18206
H: 1.01019 -0.49536 -2.14460
C: 1.26636 -1.98247 0.46744
H: -0.39936 1.41892 1.35733
C: -0.04407 0.08255 -0.26690
C: 0.81798 -0.60315 0.84996
H: 1.82169 0.71738 -1.19112
O: 1.83554 -2.30999 -0.53626
C: 0.83582 0.36304 -1.50091
H: -2.46764 0.68165 -0.62331
H: -2.75756 1.27932 0.93093
O: 0.90831 -2.88740 1.41153
H: 1.72272 -0.03345 1.06340
H: 1.10232 -3.79922 1.13106
H: -0.80056 -0.65077 -0.54731
H: 0.36179 1.14994 -2.09679
H: 0.14808 -0.57279 1.70256
C: -2.17028 1.50007 0.02919
C: -0.64301 1.37665 0.29415
H: -0.16292 2.24515 -0.14828

natural (NBO) population analysis, charges in e, atoms 1 to 8: number 1, H, carries 0.22; number 2, H, carries 0.23; number 3, C, carries 0.80; number 4, H, carries 0.20; number 5, C, carries -0.19; number 6, C, carries -0.51; number 7, H, carries 0.20; number 8, O, carries -0.59

***

Stability, highest: #3

***

#1
Density functional theory data (ωB97M-V with the def2-TZVPD basis set) for the molecule C4H8FN.

Summary:
- SMILES = FCC1CNC1
- Kohn-Sham gap (eV) = 10.015

Positions of all 14 atoms, in Å:
H: 1.00172 -0.31406 -1.06114
H: 1.58234 0.89324 0.92953
C: -0.64386 1.01462 -1.02727
H: -0.01036 0.82100 1.70900
H: -1.73972 1.02880 -0.80052
N: 0.14389 1.90187 -0.16210
F: 0.46813 -2.13800 0.66316
C: 0.16341 -0.07650 -0.37954
H: -0.81252 -1.85198 -0.84832
C: -0.47151 -1.37544 0.02981
H: -1.41841 -1.27911 0.64689
H: -0.72425 1.34714 -2.17139
H: -0.33111 2.70504 0.26845
C: 0.49060 0.86712 0.79263

natural (NBO) population analysis, charges in e, atoms 1 to 8: number 1, H, carries 0.22; number 2, H, carries 0.19; number 3, C, carries -0.22; number 4, H, carries 0.18; number 5, H, carries 0.16; number 6, N, carries -0.61; number 7, F, carries -0.36; number 8, C, carries -0.26

***

#2
Density functional theory data (ωB97M-V with the def2-TZVPD basis set) for the molecule C4H8FN.

Summary:
- SMILES = FC[C@H]1CCN1
- Kohn-Sham gap (eV) = 10.196

Positions of all 14 atoms, in Å:
F: 2.18835 -0.49313 -0.03650
N: -0.64318 -1.02007 -0.14514
C: -1.12757 0.99655 -0.08142
H: 1.83878 1.42209 0.42624
H: -1.52886 1.86853 0.55215
H: -2.41862 -0.50210 0.87920
H: 1.26472 0.80383 -1.18863
H: -0.44226 -1.86640 0.27504
H: 0.01052 0.18814 1.54169
C: 1.36107 0.59328 -0.13758
H: -0.95033 1.45062 -1.04986
C: -1.95422 -0.33866 -0.10050
C: 0.00587 0.21741 0.44381
H: -2.67775 -0.59753 -0.83728

natural (NBO) population analysis, charges in e, atoms 1 to 8: number 1, F, carries -0.37; number 2, N, carries -0.62; number 3, C, carries -0.41; number 4, H, carries 0.16; number 5, H, carries 0.20; number 6, H, carries 0.16; number 7, H, carries 0.16; number 8, H, carries 0.36

***

Stability, highest: #2

***

#1
Density functional theory data (ωB97M-V with the def2-TZVPD basis set) for a cluster of 2 separate species, C2H4OS2 in total.

Summary:
- Kohn-Sham gap (eV) = 9.542

Positions of all 9 atoms, in Å:
H: -0.20036 -0.65775 0.59352
H: -0.11842 -1.38973 -2.22220
C: 0.12684 0.43673 0.53842
C: 2.64426 -1.96271 -0.14299
H: 0.77267 0.74799 1.50301
O: 2.37377 -2.86063 -0.80191
S: 1.02505 0.50707 -0.92018
H: -0.62591 1.21868 0.39023
S: -0.34620 0.03352 -2.36101

natural (NBO) population analysis, charges in e, atoms 1 to 8: number 1, H, carries 0.23; number 2, H, carries 0.14; number 3, C, carries -0.82; number 4, C, carries 0.50; number 5, H, carries 0.25; number 6, O, carries -0.52; number 7, S, carries 0.12; number 8, H, carries 0.24

***

#2
Density functional theory data (ωB97M-V with the def2-TZVPD basis set) for the molecule C2H4OS2.

Summary:
- SMILES = OC(=S)CS
- Kohn-Sham gap (eV) = 9.095

Positions of all 9 atoms, in Å:
H: -0.01885 -1.75974 0.34836
H: -1.76740 0.23811 1.26606
H: 0.03807 -0.90616 -1.15795
C: -0.21680 -0.76794 -0.14759
O: 0.68368 1.60237 -0.05020
C: 0.93868 0.22621 0.02002
S: 2.48548 -0.32939 0.04726
H: -0.19818 1.80610 -0.31942
S: -1.94467 -0.10956 -0.00655

natural (NBO) population analysis, charges in e, atoms 1 to 8: number 1, H, carries 0.27; number 2, H, carries 0.13; number 3, H, carries 0.26; number 4, C, carries -0.62; number 5, O, carries -0.67; number 6, C, carries 0.22; number 7, S, carries -0.05; number 8, H, carries 0.49

***

Stability, highest: #2